(1)
The following is a quantum chemistry calculation of a 2-piece molecular cluster, C19H21N2O3 overall in a non-equilibrium geometry, from the Open Molecules 2025 dataset.

E_LUMO, eV: -3.644
Energy relative to the best compared isomer or geometry (same formula, charge and spin), kcal/mol: 0.0
Spin multiplicity: 1
Net charge: +1
HOMO energy, eV: -11.13

Positions of all 45 atoms, in Å:
C: 0.03582 -0.23660 3.12605
N: 1.05619 0.81685 2.88982
C: 0.41249 2.14992 2.91922
N: 2.16241 0.73836 3.84202
C: 3.25419 1.57866 3.65778
O: 3.69669 1.85442 2.54646
H: -0.66222 -0.21068 2.28848
H: 0.51004 -1.21385 3.14574
H: -0.53634 -0.08530 4.04705
H: -0.30929 2.15737 2.12309
H: -0.11235 2.38848 3.84958
H: 1.12086 2.94944 2.71127
H: 1.84608 0.64035 4.82880
H: 3.74189 1.99379 4.57474
C: -5.09711 -0.12236 -5.16257
O: -4.47401 0.96248 -4.41071
C: -3.39726 0.68913 -3.61183
C: -2.84675 1.73254 -2.81142
C: -1.82143 1.48346 -1.92462
C: -1.24444 0.21124 -1.75333
C: -0.23323 0.00802 -0.72375
O: 0.14061 -1.29953 -0.66459
C: 1.34123 -1.61466 -0.04955
C: 2.05317 -0.69240 0.74852
C: 3.22881 -1.19638 1.36791
C: 3.68068 -2.48604 1.07826
C: 3.00371 -3.31297 0.16712
C: 1.82067 -2.87088 -0.42052
C: 1.50104 0.64367 0.94938
C: 0.36039 0.93862 0.12253
C: -1.73887 -0.81989 -2.61170
C: -2.77319 -0.58879 -3.51194
H: -5.96593 0.27751 -5.69014
H: -4.39605 -0.52475 -5.90314
H: -5.43117 -0.91345 -4.48193
H: -3.22822 2.74532 -2.88817
H: -1.42663 2.27414 -1.29351
H: 3.80709 -0.53767 2.01397
H: 4.59398 -2.85427 1.55399
H: 3.35775 -4.31725 -0.07573
H: 1.25766 -3.44952 -1.15392
H: 2.25657 1.43172 1.10727
H: -0.10832 1.92603 0.20874
H: -1.33112 -1.82746 -2.56839
H: -3.10610 -1.41680 -4.15633

(2)
The following is a quantum chemistry calculation of C30H48BrMnN3P2Se as an isolated structure in a non-equilibrium geometry, from the Open Molecules 2025 dataset.

E_LUMO (alpha / beta), eV: -5.887 / -5.891
Expectation value of S²: 8.76
Spin multiplicity: 6
Net charge: +2
HOMO energy (alpha / beta), eV: -12.51 / -12.51

Positions of all 86 atoms, in Å:
N: -5.37518 -1.08936 3.19128
C: -4.59525 -0.14330 3.72690
C: -4.16015 0.96685 2.98549
C: -4.58820 1.11026 1.64370
C: -5.37413 0.07333 1.08111
C: -5.77820 -0.98764 1.92112
C: -4.09352 2.21405 0.86882
Mn: 0.39132 0.27367 -0.53650
P: 2.64348 0.48675 -1.45225
C: -4.22001 2.36663 -0.48911
C: -3.02521 2.67482 -1.25491
C: -2.76854 2.11424 -2.53586
C: -1.50082 2.19343 -3.09969
C: -0.51611 2.90627 -2.41376
C: -0.74452 3.54494 -1.18970
C: -1.99903 3.41020 -0.61205
Br: 1.06063 3.45617 -3.43192
H: -3.62600 3.00439 1.45796
H: -5.15073 2.16329 -1.02961
H: -3.47433 1.68489 3.44107
H: -5.63794 0.06639 0.03184
H: -4.29020 -0.26248 4.76928
H: -6.42374 -1.77756 1.54527
H: -3.56320 1.59096 -3.06055
H: -2.18795 3.85605 0.36612
H: -1.26905 1.73114 -4.05732
H: 0.02954 4.11595 -0.68494
P: -0.39686 -2.07740 -0.86080
C: 2.96167 2.18128 -0.78807
C: 3.78098 3.19248 -1.58784
H: 3.43894 2.00285 0.19371
H: 1.97729 2.64308 -0.58237
H: 3.94460 4.07559 -0.94960
H: 4.75202 2.81949 -1.94230
H: 3.20464 3.54731 -2.45658
C: 2.11254 0.38407 -3.19036
C: 3.18358 0.65941 -4.22945
H: 1.29706 1.12145 -3.31817
H: 1.68244 -0.61637 -3.35578
H: 2.69238 0.91753 -5.17337
H: 3.84274 1.49496 -3.96816
H: 3.80543 -0.22575 -4.41241
C: 4.18993 -0.49335 -1.35211
C: 5.50792 0.18149 -1.74779
H: 4.03265 -1.39452 -1.96923
H: 4.26457 -0.82489 -0.30441
H: 6.30820 -0.56460 -1.64232
H: 5.51662 0.53437 -2.78816
H: 5.75119 1.02394 -1.08820
C: 0.37650 -3.58622 -0.13039
C: 1.87817 -3.72201 -0.37802
H: -0.14617 -4.46122 -0.55356
H: 0.16435 -3.56507 0.94858
H: 2.25505 -4.62842 0.11140
H: 2.12245 -3.80534 -1.44389
H: 2.45000 -2.87334 0.01833
C: -0.45507 -2.48294 -2.64947
C: -1.48142 -1.66857 -3.43274
H: -0.67265 -3.56055 -2.72867
H: 0.56014 -2.31573 -3.04105
H: -1.46125 -1.95714 -4.48976
H: -2.49918 -1.84041 -3.06795
H: -1.30132 -0.58624 -3.38440
C: -2.17996 -2.11589 -0.37465
C: -2.49540 -2.55656 1.05189
H: -2.70698 -2.76569 -1.09245
H: -2.56492 -1.09039 -0.52602
H: -3.57382 -2.74646 1.15005
H: -1.98171 -3.48227 1.33912
H: -2.23450 -1.77591 1.78082
C: -0.36140 1.59914 4.74075
N: 0.66282 0.58712 4.60115
C: 1.43054 0.10517 5.64172
C: 2.15649 -0.92673 5.15840
N: 1.80107 -1.09128 3.82992
C: 2.28081 -2.15980 2.97833
C: 0.86127 -0.15870 3.46704
Se: -0.11730 0.10608 1.88858
H: -1.34363 1.13897 4.93602
H: -0.40064 2.18435 3.81556
H: -0.10328 2.24888 5.58580
H: 1.38723 0.52381 6.62688
H: 2.86325 -1.57061 5.63957
H: 3.12942 -1.83460 2.36183
H: 2.62567 -2.98142 3.61904
H: 1.46188 -2.51078 2.33424

(3)
The following is a quantum chemistry calculation of C6H7NO3S as an isolated structure in a non-equilibrium geometry, from the Open Molecules 2025 dataset.

E_LUMO (alpha / beta), eV: 0.230 / -2.758
Expectation value of S²: 2.01
Energy relative to the best compared isomer or geometry (same formula, charge and spin), kcal/mol: 0.0
Spin multiplicity: 3
Net charge: 0
HOMO energy (alpha / beta), eV: -6.05 / -9.55

Positions of all 18 atoms, in Å:
C: 0.17254 0.62210 -1.92357
C: 0.98177 0.30878 -0.89649
C: -1.11462 -0.05231 -2.08102
C: -0.73135 -0.28330 0.66885
C: 0.57594 -0.72528 0.11439
C: -1.20932 -0.88497 1.76435
N: -1.39876 -0.61503 -3.14796
O: -1.08510 2.09124 -0.52140
O: -3.09747 0.77482 0.12840
O: -2.24018 -0.50195 2.52081
S: -1.69070 0.79769 -0.38231
H: 0.29591 1.35085 -2.68532
H: 1.78123 1.01221 -0.67217
H: 0.61267 -1.78964 -0.32405
H: 1.47981 -0.77720 0.77016
H: -0.81378 -1.89492 2.00771
H: -2.24924 -1.15720 -3.09530
H: -2.49557 0.41549 2.38120

(4)
The following is a quantum chemistry calculation of C22H26As3F3NO2S4Zr as an isolated structure in a non-equilibrium geometry, from the Open Molecules 2025 dataset.

E_LUMO (alpha / beta), eV: 2.076 / 2.076
Energy relative to the best compared isomer or geometry (same formula, charge and spin), kcal/mol: 69.6
Spin multiplicity: 1
Net charge: -1
HOMO energy (alpha / beta), eV: -3.28 / -3.28

Positions of all 62 atoms, in Å:
Zr: 1.20214 -2.19244 1.41121
N: -3.17251 -1.19824 2.51953
C: -3.24166 -2.46048 3.29493
C: -1.88125 -2.93933 3.83581
C: -0.75268 -2.57795 2.89094
O: 0.11794 -1.73636 3.18362
O: -0.61716 -3.25807 1.74746
H: -3.03659 -0.42883 3.16598
H: -4.06121 -1.06755 1.97722
H: -3.69813 -3.24232 2.61299
H: -3.92005 -2.34202 4.18751
H: -1.88806 -4.02137 3.92772
H: -1.67223 -2.48548 4.76528
C: -0.95220 2.03215 -1.94928
As: 0.66649 1.17953 -1.30380
C: 2.03142 2.56932 -1.20939
C: 1.38240 0.14593 -2.75344
C: 2.08392 0.79576 -3.76470
C: 2.23886 0.21676 -5.04121
C: 1.91414 -1.08828 -5.26274
C: 1.26580 -1.81658 -4.21501
C: 0.93868 -1.14897 -3.03875
As: -0.49367 -1.87051 -1.92861
C: -0.18412 -3.78854 -2.48545
C: -1.96854 -1.53481 -3.21205
H: -0.85889 3.11769 -2.01029
H: -1.79170 1.70181 -1.32505
H: -1.10143 1.67495 -2.94522
H: 3.00316 2.09610 -1.00225
H: 1.77892 3.18944 -0.29920
H: 2.16193 3.20011 -2.09262
H: 2.50266 1.80263 -3.52789
H: 2.60808 0.85800 -5.83525
H: 2.12621 -1.58155 -6.20425
H: 0.83436 -2.81576 -4.36980
H: 0.89667 -3.94197 -2.29815
H: -0.53289 -3.98445 -3.52750
H: -0.73378 -4.43407 -1.80760
H: -1.59530 -1.30007 -4.23592
H: -2.53046 -0.67976 -2.87453
H: -2.64318 -2.41904 -3.27437
S: 5.83609 -3.99310 0.17070
As: 4.07103 -3.11040 0.73580
S: 2.22577 -4.15767 -0.02167
S: 3.20134 -2.81827 2.80872
S: 3.59770 -0.94227 0.17828
F: 0.79872 5.93588 3.77498
C: -0.40779 5.26284 3.95687
F: -1.40023 6.26038 3.84726
F: -0.46134 4.85724 5.26802
C: -0.54348 4.10853 3.05752
C: -1.41909 4.00540 1.91089
C: -1.26216 2.91435 1.08767
C: -0.28986 1.92438 1.42392
C: 0.56000 2.05368 2.50530
C: 0.36419 3.08295 3.41837
C: 0.06621 0.85453 0.47213
C: 0.49825 -0.37763 0.63437
H: -2.10916 4.77100 1.69177
H: -2.00725 2.74903 0.30022
H: 1.38640 1.32319 2.65683
H: 0.86859 3.07062 4.39617

(5)
The following is a quantum chemistry calculation of an isolated ion of composition C4H13N2 and charge +1 in a non-equilibrium geometry, from the Open Molecules 2025 dataset.

E_LUMO, eV: -3.210
Energy relative to the best compared isomer or geometry (same formula, charge and spin), kcal/mol: 27.8
SMILES: C[NH2+][C@H](C)CN
Spin multiplicity: 1
Net charge: +1
HOMO energy, eV: -13.53

Positions of all 19 atoms, in Å:
C: 0.22500 1.50406 0.43672
N: 0.95330 1.65958 1.71412
C: -0.21547 0.02578 0.30106
N: 0.45135 -0.53483 -0.99669
C: 0.54057 -2.01414 -1.05276
C: -1.71064 -0.19267 0.20133
H: -0.67495 2.11173 0.37171
H: 0.91606 1.85418 -0.33408
H: 1.91892 1.86281 1.51081
H: 0.65334 2.42089 2.30569
H: 0.22885 -0.55257 1.10164
H: -0.06769 -0.10321 -1.76512
H: 1.38546 -0.14537 -1.02423
H: 1.28654 -2.37121 -1.75385
H: 0.66604 -2.46649 -0.07748
H: -0.39600 -2.35573 -1.49431
H: -2.16730 0.27304 1.06606
H: -2.11878 0.29242 -0.68614
H: -1.87459 -1.26830 0.17550